Model i:
Below is the molecule C5H6, with properties calculated with ωB97M-V with the def2-TZVPD basis set.

Orbital gap in eV: 9.62
2S+1: 1

Cartesian coordinates (Å):
C (-0.17, -0.30, 0.01)
H (-3.70, 0.47, 0.18)
C (-2.75, 0.11, 0.00)
H (0.12, -2.42, -0.21)
C (0.53, -1.53, -0.04)
H (0.47, 1.75, 0.66)
C (-1.57, -0.07, 0.00)
H (1.74, 0.85, 0.16)
C (0.65, 0.95, 0.00)
H (0.36, 1.51, -0.89)
H (1.52, -1.44, 0.21)

---

Model ii:
Below is the molecule C5H6, with properties calculated with ωB97M-V with the def2-TZVPD basis set.

Orbital gap in eV: 9.67
2S+1: 1

Cartesian coordinates (Å):
H (0.11, 2.84, -0.28)
H (-0.20, -2.19, -0.10)
C (-0.73, -0.13, 0.15)
H (-1.50, -0.34, 0.90)
H (1.70, 0.19, 0.22)
C (-1.18, 1.05, -0.67)
H (0.87, -0.67, 1.60)
C (-0.32, 1.92, -0.54)
C (0.08, -1.21, -0.42)
C (0.77, -0.33, 0.58)
H (0.41, -1.11, -1.44)

---

It is model ii that is the least stable of them.

---

Model i:
Below is a structure of composition C41H48N13O4SSr, with properties calculated with ωB97M-V with the def2-TZVPD basis set.

Orbital gap in eV: 8.60
Net charge: +1
2S+1: 1

Cartesian coordinates (Å):
C (-0.84, 4.44, 3.44)
H (-2.09, -4.09, 3.91)
N (-2.86, -2.32, 4.71)
C (-1.04, -0.18, 4.56)
C (4.60, 1.32, 2.48)
N (-1.32, -0.01, -4.51)
C (-1.90, -3.42, 4.75)
C (2.09, 0.29, -5.30)
C (3.29, 1.16, 2.05)
H (-1.43, 2.23, -2.00)
C (-1.37, 0.58, -3.29)
H (2.47, -3.32, -2.68)
H (4.91, -1.24, -6.42)
C (3.21, -2.54, -2.48)
H (-2.75, -1.98, 6.77)
H (-1.85, 6.26, 2.93)
H (-1.60, -2.48, -2.42)
C (3.01, -1.49, -7.35)
H (0.29, 2.65, 3.69)
C (1.67, -1.11, -7.27)
H (-2.82, -2.22, 2.63)
H (1.57, -1.05, -2.53)
H (4.12, 0.29, -4.67)
H (3.79, -2.38, -3.39)
C (3.09, 3.54, 1.81)
H (2.51, 4.41, 1.54)
N (-1.27, -1.03, 3.38)
C (4.09, -2.96, -1.30)
C (2.52, 2.27, 1.71)
C (1.23, -0.23, -6.27)
H (-0.46, -2.61, 6.76)
H (-1.79, -3.90, 0.12)
N (-2.82, 0.97, 0.48)
H (-1.36, 6.04, 0.51)
H (-2.04, -3.98, 5.68)
Sr (-0.69, -0.25, 0.00)
O (0.71, -1.97, -0.16)
C (-1.42, -1.38, -4.32)
N (0.58, -1.45, -8.05)
C (5.16, 2.58, 2.58)
C (-1.01, 5.29, 1.21)
N (-4.57, -2.25, -0.04)
H (1.75, 0.96, -4.52)
C (-0.34, -2.18, 3.46)
C (-1.09, 0.62, -5.80)
O (1.80, 2.91, -1.00)
C (-0.08, 3.37, 2.97)
N (-1.50, -0.33, -2.35)
C (-1.29, 5.41, 2.56)
C (4.40, 3.69, 2.24)
H (3.71, -2.88, 0.86)
O (0.86, 0.89, -0.90)
H (-3.34, -0.73, 3.44)
N (-0.45, -0.86, -7.60)
H (-2.10, 2.57, -3.61)
H (-5.93, 0.39, 0.24)
H (-1.05, 4.52, 4.50)
H (-3.30, -0.59, 5.81)
H (0.69, -1.81, 3.42)
N (-5.01, 0.78, 0.34)
N (-0.10, -0.10, -6.53)
H (4.90, -2.23, -1.18)
H (3.35, -2.16, -8.12)
C (-2.60, -1.43, 5.84)
C (-2.62, -3.21, 0.09)
H (2.49, -3.77, -0.06)
C (3.86, -0.97, -6.40)
H (0.42, 0.86, 2.55)
H (-5.56, -2.10, -0.15)
H (-4.49, -4.38, -0.27)
H (-1.42, -2.07, -5.14)
N (-0.52, -2.94, 4.69)
H (-0.52, -2.83, 2.60)
H (4.83, 4.68, 2.31)
H (-1.99, 0.63, -6.40)
C (-3.95, -3.47, -0.10)
H (-2.78, 3.09, 0.76)
C (-1.31, 2.05, -3.06)
C (-3.62, -1.31, 0.18)
C (-3.82, 0.12, 0.33)
C (-0.30, -2.05, 5.83)
C (3.18, -2.93, -0.08)
H (3.17, -0.40, -2.11)
C (-3.38, 2.21, 0.60)
C (1.27, 1.99, -0.40)
N (-2.43, -1.87, 0.26)
C (-2.64, -1.56, 3.48)
H (-0.75, 1.64, -5.62)
N (-1.23, -0.91, 5.82)
H (-0.01, 4.15, -0.31)
H (-1.73, 0.66, 4.53)
C (2.51, -1.27, -2.03)
S (2.12, -1.43, -0.25)
H (-5.52, 2.85, 0.56)
H (5.18, 0.44, 2.73)
H (2.86, 0.18, 1.98)
C (-0.26, 4.22, 0.74)
H (0.72, -1.68, 5.81)
C (3.41, -0.10, -5.39)
H (4.54, -3.94, -1.44)
C (-4.74, 2.11, 0.52)
O (0.52, 0.85, 1.59)
H (-0.34, 2.46, -3.37)
C (0.22, 3.25, 1.62)
H (6.18, 2.70, 2.92)
C (-1.52, -1.56, -2.98)
C (1.11, 2.10, 1.17)
H (-0.01, 0.19, 4.54)

---

Model ii:
Below is a structure of composition C41H48N13O4SSr, with properties calculated with ωB97M-V with the def2-TZVPD basis set.

Orbital gap in eV: 8.69
Net charge: +1
2S+1: 1

Cartesian coordinates (Å):
N (0.78, -2.54, 2.65)
O (-0.41, 3.79, 2.21)
H (-2.81, 0.74, 3.05)
N (1.07, 0.22, 3.51)
C (-3.19, -0.11, 2.49)
H (0.42, 0.16, -7.88)
O (1.77, 1.57, 0.68)
C (-2.76, -2.39, 1.89)
H (-1.91, -0.92, -3.04)
H (1.58, -0.98, 6.40)
C (4.72, 4.35, 1.16)
C (1.23, 2.93, 0.63)
H (-2.58, 2.71, -1.65)
C (1.42, 0.98, 5.59)
C (1.18, 1.35, 4.31)
C (-0.30, 4.52, -2.45)
H (1.43, -5.39, 4.20)
C (2.21, -0.74, -7.16)
H (1.05, 2.35, 3.92)
C (4.50, 5.44, 1.99)
H (-2.07, -3.23, 2.03)
H (1.80, -3.29, 5.56)
H (-1.82, -0.73, 4.63)
C (0.29, 3.80, -3.48)
N (-4.53, -0.46, 2.93)
C (-4.98, -1.63, 2.18)
C (0.51, -1.96, -5.21)
H (0.59, -4.48, 1.75)
N (4.01, -2.80, -4.94)
H (3.02, 6.60, 3.02)
S (-1.39, 0.71, -1.48)
C (2.34, 3.85, 1.16)
H (-0.67, -2.85, -0.81)
C (-1.71, 0.15, -3.17)
C (0.84, -3.92, 2.63)
C (2.53, -3.67, -3.27)
H (-4.67, 1.78, -2.64)
C (2.72, -1.61, -6.19)
N (4.02, -2.03, -5.95)
H (-0.45, 4.80, -0.33)
C (1.35, -2.52, -1.36)
H (3.35, -0.33, -0.23)
H (-2.80, -2.12, 0.83)
H (1.61, -4.26, -3.33)
H (-0.32, -3.36, -2.44)
C (1.26, -4.39, 3.83)
O (-0.82, 1.87, 1.16)
C (2.13, 4.96, 1.97)
N (1.59, -1.54, -0.52)
H (0.05, 4.02, -4.51)
H (-1.52, -2.44, 4.21)
C (-4.01, -3.09, 3.78)
C (0.86, -0.50, -7.14)
C (3.42, -1.87, -1.78)
C (1.16, -2.20, 3.86)
H (4.37, -1.84, -2.28)
C (-0.12, 2.91, 1.43)
N (1.46, -3.28, 4.62)
H (3.83, 2.74, 0.07)
H (5.72, 4.11, 0.82)
H (-0.14, -2.42, -4.49)
H (3.38, -4.34, -3.15)
H (-1.01, 5.31, -2.68)
H (-4.24, 0.16, -2.09)
N (2.74, -2.96, -4.50)
H (-5.03, -1.38, 1.12)
C (1.89, -2.20, -5.25)
C (0.93, 3.23, -0.83)
C (1.23, -0.80, 4.32)
H (-5.98, -1.91, 2.52)
H (1.56, 1.55, 6.50)
H (-1.04, -0.89, -6.20)
C (0.02, -1.11, -6.17)
O (-1.63, -0.54, -0.59)
C (-4.44, -0.83, 4.35)
H (-3.44, 0.33, -4.47)
H (5.33, 6.05, 2.31)
H (-5.43, -1.11, 4.71)
C (3.21, 5.74, 2.38)
H (-3.22, 0.16, 1.43)
H (2.86, -0.29, -7.90)
H (2.23, 1.73, -1.62)
H (-3.33, -3.94, 3.92)
H (-2.66, 1.86, -4.09)
H (-0.81, 0.29, -3.77)
N (2.43, -2.76, -2.15)
C (-2.89, 1.69, -1.40)
N (-3.52, -1.96, 4.57)
N (-4.09, -2.78, 2.35)
H (1.69, 2.24, -3.98)
C (1.22, 2.80, -3.18)
H (2.36, 1.56, 1.44)
C (-3.83, 1.11, -2.45)
H (-5.00, -3.38, 4.14)
H (-3.20, 1.68, -0.36)
H (0.24, -4.34, -1.09)
N (1.46, -0.40, 5.59)
C (3.65, 3.57, 0.74)
C (2.89, -1.14, -0.78)
N (-2.23, -1.23, 2.64)
C (1.54, 2.52, -1.86)
C (0.09, -3.31, -1.43)
C (-2.20, -1.59, 4.07)
C (0.02, 4.24, -1.13)
Sr (-0.04, -0.27, 1.14)
C (-2.95, 0.89, -3.67)
H (-4.10, 0.03, 4.92)
H (1.13, 5.21, 2.28)

---

It is model i that is the least stable of them.

---

Model i:
Below is a structure of composition C3H4ClFOS, with properties calculated with ωB97M-V with the def2-TZVPD basis set.

Orbital gap in eV: 8.70
2S+1: 1

Cartesian coordinates (Å):
H (-1.07, 0.74, -1.31)
C (-0.36, 0.86, -0.38)
H (-0.21, -1.45, -0.99)
O (0.17, 2.10, -0.02)
C (0.30, -0.65, -0.31)
C (-0.78, -0.13, 0.55)
Cl (-2.32, -1.06, 0.17)
H (2.73, -1.61, -1.06)
S (1.87, -1.12, 0.41)
H (0.04, 2.21, 1.02)
F (-0.39, 0.11, 1.91)

---

Model ii:
Below is the molecule C3H4ClFOS, with properties calculated with ωB97M-V with the def2-TZVPD basis set.

Orbital gap in eV: 9.16
2S+1: 1

Cartesian coordinates (Å):
H (0.20, 1.99, 0.51)
F (0.35, -1.67, -0.25)
Cl (1.77, 0.40, -0.78)
H (0.02, -0.62, 2.24)
O (-0.72, 1.73, 0.39)
S (-2.17, -0.27, -0.33)
C (0.53, -0.39, 0.18)
H (1.62, -1.24, 1.75)
H (1.46, 0.59, 1.88)
C (-0.78, 0.41, 0.07)
C (0.91, -0.37, 1.63)

---

It is model i that is the least stable of them.